[1]
# C11H16FN4O8PdS2

A molecular structure, C11H16FN4O8PdS2 (ωB97M-V with the def2-TZVPD basis set, OMol25).

The geometry in XYZ format:
```
43
C11H16FN4O8PdS2, DFT ωB97M-V with the def2-TZVPD basis set
Pd -0.309 2.257 1.334
O -0.673 3.664 3.141
S -0.830 2.292 3.729
O -1.172 2.269 5.122
O 0.467 1.581 3.406
O -1.856 1.619 2.839
C -3.602 -1.034 -1.570
C -2.424 -0.356 -0.891
N -2.592 1.095 -0.822
C -1.664 1.993 -1.159
S -1.644 3.526 -0.423
N -0.715 1.628 -2.072
C -1.081 1.182 -3.417
C 0.164 0.729 -4.158
H -3.457 -2.115 -1.577
H -3.722 -0.693 -2.601
H -4.530 -0.821 -1.036
H -1.484 -0.558 -1.397
H -2.313 -0.721 0.131
H -3.219 1.436 -0.105
H 0.020 2.325 -2.074
H -1.582 1.992 -3.959
H -1.790 0.359 -3.340
H 0.878 1.548 -4.249
H -0.093 0.389 -5.162
H 0.649 -0.086 -3.621
F 0.956 -2.467 4.193
C 1.628 -2.446 3.035
C 1.897 -1.294 2.412
N 2.602 -1.257 1.224
C 2.876 0.023 0.586
C 1.621 0.860 0.413
O 1.775 2.090 0.228
O 0.502 0.294 0.529
C 3.023 -2.407 0.599
O 3.634 -2.429 -0.455
N 2.713 -3.568 1.277
C 2.030 -3.723 2.484
O 1.841 -4.824 2.956
H 1.547 -0.350 2.824
H 3.320 -0.186 -0.384
H 3.585 0.604 1.176
H 3.024 -4.418 0.831
```

As for the spin multiplicity: 3. For the molar mass, the calculation gives 521.82 u. For the total energy, the calculation gives -2273.98574 hartree. The charge is -1. As for the expectation value of S²: 2.0071. For the largest force on an atom, the calculation gives 0.443 eV/A. Its highest occupied orbital energy (spin up / spin down) is -0.2054 / -0.2256 Eh.

Here are the natural (NBO) charges for atoms 1 to 2, given in e: number 1, Pd, carries 1.1582; number 2, O, carries -0.9973



[2]
# C11H16N2O

A molecular structure, C11H16N2O (ωB97M-V with the def2-TZVPD basis set, OMol25).

The geometry in XYZ format:
```
30
C11H16N2O, DFT ωB97M-V with the def2-TZVPD basis set
C -0.957 2.460 0.882
C -1.596 0.674 -0.344
C -3.053 0.671 -0.130
C -3.709 -0.538 -0.022
C -1.867 -1.714 -0.330
C -0.998 -0.590 -0.293
C 0.397 -0.773 -0.414
C 0.927 -0.214 -1.761
C 2.067 0.620 -1.365
C 2.739 -0.070 -0.169
C 1.889 -1.148 1.629
H -0.741 3.625 0.909
H -1.787 2.023 1.621
H 0.095 1.930 1.248
H -3.727 1.474 0.124
H -4.795 -0.707 0.365
H -1.380 -2.713 -0.612
H 0.739 -1.795 -0.135
H 0.068 0.187 -2.305
H 1.285 -1.033 -2.351
H 1.502 1.574 -0.753
H 2.701 0.716 -2.259
H 3.674 0.637 0.238
H 2.989 -1.139 -0.316
H 2.641 -2.043 1.605
H 0.900 -1.603 2.438
H 2.567 -0.592 2.371
N -3.041 -1.712 -0.116
N 1.460 -0.118 0.654
O -0.987 1.911 -0.409
```

As for the spin multiplicity: 1. For the molar mass, the calculation gives 192.26 u. For the total energy, the calculation gives -613.25860 hartree. The charge is 0. For the largest force on an atom, the calculation gives 9.082 eV/A. Its highest occupied orbital energy is -0.3274 Eh.

Here are the natural (NBO) charges for atoms 1 to 2, given in e: number 1, C, carries -0.3062; number 2, C, carries 0.3628



[3]
# C11H16N2O5

C11H16N2O5 in the gas phase (ωB97M-V with the def2-TZVPD basis set, OMol25).

The geometry in XYZ format:
```
34
C11H16N2O5, DFT ωB97M-V with the def2-TZVPD basis set
C -2.402 -2.504 1.046
H -1.382 -2.421 1.414
H -2.678 -3.555 1.007
H -3.068 -1.999 1.740
C -2.519 -1.875 -0.343
C -2.162 -0.418 -0.302
C -0.901 0.024 -0.472
N -0.554 1.343 -0.414
C -1.491 2.326 -0.169
O -1.209 3.502 -0.109
N -2.767 1.859 0.011
C -3.219 0.541 -0.030
O -4.393 0.295 0.148
H -3.469 2.569 0.192
C 0.829 1.793 -0.619
O 1.536 0.881 -1.408
C 2.592 0.278 -0.669
C 2.704 -1.210 -1.006
O 1.675 -1.935 -0.368
H 1.683 -2.843 -0.687
H 2.638 -1.313 -2.096
H 3.688 -1.573 -0.674
H 3.539 0.764 -0.954
C 2.310 0.585 0.819
O 3.472 0.727 1.587
H 3.856 -0.141 1.750
C 1.575 1.921 0.713
H 2.314 2.719 0.667
H 0.900 2.112 1.543
H 1.652 -0.190 1.231
H 0.750 2.755 -1.142
H -0.086 -0.655 -0.673
H -3.550 -1.966 -0.690
H -1.860 -2.395 -1.041
```

As for the spin multiplicity: 1. For the molar mass, the calculation gives 256.26 u. For the total energy, the calculation gives -914.51706 hartree. The charge is 0. The structure (SMILES) is CCc1cn([C@H]2C[C@H](O)[C@@H](CO)O2)c(=O)[nH]c1=O. For the largest force on an atom, the calculation gives 0.924 eV/A. Its highest occupied orbital energy is -0.3196 Eh.

Here are the natural (NBO) charges for atoms 1 to 2, given in e: number 1, C, carries -0.5952; number 2, H, carries 0.1981



[4]
# C11H16N3OPrS4

A molecular structure, C11H16N3OPrS4 (ωB97M-V with the def2-TZVPD basis set, OMol25).

The geometry in XYZ format:
```
36
C11H16N3OPrS4, DFT ωB97M-V with the def2-TZVPD basis set
Pr -0.291 -0.313 1.457
C -1.374 -2.473 -1.245
C -2.728 -1.967 -0.763
S -2.776 -0.326 0.063
C -2.311 0.807 -1.317
C -1.812 2.161 -0.831
S -0.184 2.201 0.012
C 0.974 1.754 -1.348
C 2.305 1.248 -0.817
S 2.274 -0.340 0.095
C 1.900 -1.536 -1.259
C 1.401 -2.872 -0.730
S -0.215 -2.871 0.139
H -0.883 -1.769 -1.915
H -1.539 -3.406 -1.784
H -3.160 -2.648 -0.029
H -3.418 -1.911 -1.604
H -3.217 0.968 -1.900
H -1.581 0.300 -1.947
H -2.499 2.596 -0.103
H -1.749 2.852 -1.671
H 1.153 2.663 -1.923
H 0.484 1.028 -1.995
H 2.740 1.956 -0.109
H 3.013 1.132 -1.637
H 2.836 -1.708 -1.792
H 1.194 -1.071 -1.945
H 2.096 -3.289 0.000
H 1.316 -3.586 -1.548
O 0.253 -0.511 3.310
N -0.164 0.767 3.451
C 0.670 1.561 4.038
C 1.959 1.062 4.422
N 2.997 0.594 4.574
C 0.313 2.926 4.243
N 0.021 4.024 4.408
```

As for the spin multiplicity: 3. For the molar mass, the calculation gives 475.45 u. For the total energy, the calculation gives -2777.41006 hartree. The charge is +2. As for the expectation value of S²: 2.0033. For the largest force on an atom, the calculation gives 4.235 eV/A. Its highest occupied orbital energy (spin up / spin down) is -0.6164 / -0.6181 Eh.

Here are the Mulliken charges for atoms 1 to 2, given in e: number 1, Pr, carries 0.8169; number 2, C, carries -0.5538



[5]
# C11H16N3S

A gas-phase ion, C11H16N3S (charge +1) (ωB97M-V with the def2-TZVPD basis set, OMol25).

The geometry in XYZ format:
```
31
C11H16N3S, DFT ωB97M-V with the def2-TZVPD basis set
C 3.735 -0.668 -2.313
C 4.399 -1.934 -2.487
C 2.586 -0.659 -1.583
C 3.980 -3.052 -1.816
C 2.094 -1.816 -0.948
C 2.779 -3.066 -1.070
C -0.727 -0.555 0.768
C -3.715 1.698 1.075
C -1.726 1.632 2.505
C -1.495 2.360 0.158
C -2.259 1.374 1.103
N 0.954 -1.903 -0.237
N -0.058 -1.144 -0.115
N -2.023 -0.016 0.589
S 2.273 -4.568 -0.472
H 3.979 0.171 -2.971
H 5.389 -1.961 -3.073
H 1.968 0.195 -1.519
H 4.650 -3.837 -1.718
H -0.365 -0.377 1.830
H -4.246 1.362 1.882
H -3.775 2.801 1.194
H -4.356 1.363 0.129
H -1.421 2.776 2.686
H -0.919 0.949 2.770
H -2.527 1.653 3.281
H -2.073 2.437 -0.840
H -1.437 3.356 0.681
H -0.518 2.027 -0.035
H -2.386 0.056 -0.388
H -2.761 -0.652 0.935
```

As for the spin multiplicity: 1. For the molar mass, the calculation gives 222.34 u. For the total energy, the calculation gives -990.78722 hartree. The charge is +1. The structure (SMILES) is CC(C)(C)[NH2+]/C=N/N=C1\C=CC=CC1=S. For the largest force on an atom, the calculation gives 4.351 eV/A. Its highest occupied orbital energy is -0.4016 Eh.

Here are the natural (NBO) charges for atoms 1 to 2, given in e: number 1, C, carries -0.1417; number 2, C, carries -0.1731



[6]
# C11H16NOS

A molecular structure, C11H16NOS (ωB97M-V with the def2-TZVPD basis set, OMol25).

The geometry in XYZ format:
```
30
C11H16NOS, DFT ωB97M-V with the def2-TZVPD basis set
C -1.302 1.695 3.158
C -0.388 0.623 3.187
C -2.397 1.749 2.253
C -0.433 -0.259 2.071
C -2.292 0.916 1.062
C -1.420 -0.157 1.077
C 1.282 -0.792 -0.248
C 0.021 0.416 -1.887
C 2.558 -0.544 -1.077
C 1.279 0.528 -2.798
C -1.437 -1.135 0.051
N 0.082 -0.743 -1.098
O 2.382 0.660 -1.868
S -1.366 -2.818 0.367
H -1.334 2.107 4.200
H 0.192 0.622 4.021
H -3.205 2.441 2.323
H 0.239 -1.080 1.984
H -3.165 1.052 0.373
H 1.159 -1.719 0.266
H 1.248 0.034 0.435
H -0.033 1.258 -1.261
H -0.819 0.304 -2.544
H 3.335 -0.182 -0.389
H 2.881 -1.425 -1.673
H 1.351 -0.327 -3.543
H 1.061 1.405 -3.297
H -2.270 -1.192 -0.723
H -0.059 -1.612 -1.671
H -0.667 -2.876 1.669
```

As for the spin multiplicity: 1. For the molar mass, the calculation gives 210.32 u. For the total energy, the calculation gives -956.58226 hartree. The charge is +1. For the largest force on an atom, the calculation gives 5.494 eV/A. Its highest occupied orbital energy is -0.4756 Eh.

Here are the natural (NBO) charges for atoms 1 to 2, given in e: number 1, C, carries -0.1727; number 2, C, carries -0.1799



[7]
# C11H16O2

A molecular structure, C11H16O2 (ωB97M-V with the def2-TZVPD basis set, OMol25).

The geometry in XYZ format:
```
29
C11H16O2, DFT ωB97M-V with the def2-TZVPD basis set
C 3.217 0.707 0.140
C 2.203 -1.137 0.447
C 2.015 0.843 -0.438
C 1.276 -0.379 -0.217
C -2.797 -0.007 0.252
C -2.049 1.234 0.062
C -1.333 -0.018 0.465
C 1.553 2.082 -1.197
C -0.612 -0.076 1.793
C -0.762 -2.203 -0.339
C -0.589 -0.723 -0.659
O 3.327 -0.477 0.716
O -0.696 -0.412 -1.963
H 3.931 1.480 0.300
H 2.092 -2.103 1.037
H -3.425 -0.154 1.235
H -3.137 -0.443 -0.586
H -1.857 1.505 -0.925
H -2.194 1.953 0.942
H 1.093 1.711 -2.137
H 0.827 2.652 -0.560
H 2.384 2.919 -1.314
H -0.271 -1.104 2.003
H -1.488 0.142 2.435
H 0.105 0.824 2.031
H -0.009 -3.051 -0.762
H -1.746 -2.401 -0.884
H -0.939 -2.420 0.679
H -0.117 -0.945 -2.556
```

As for the spin multiplicity: 1. For the molar mass, the calculation gives 180.25 u. For the total energy, the calculation gives -579.05086 hartree. The charge is 0. For the largest force on an atom, the calculation gives 7.106 eV/A. Its highest occupied orbital energy is -0.3042 Eh.

Here are the natural (NBO) charges for atoms 1 to 2, given in e: number 1, C, carries 0.0613; number 2, C, carries 0.0490